# C51H63Br2Cl4N3O3PbSi

A structure of composition C51H63Br2Cl4N3O3PbSi in a non-equilibrium geometry (wB97M-V/def2-TZVPD, the Open Molecules 2025 dataset).

Structure (XYZ):
```
128
Properties=species:S:1:pos:R:3:nbo_charge:R:1
Pb -0.037 -0.410 -0.048 1.438
C 1.860 -1.642 2.728 -0.253
N 1.153 -1.984 1.520 -0.597
C 0.876 -3.218 1.280 0.175
C 0.070 -3.590 0.186 -0.054
C -0.386 -4.867 -0.197 -0.225
C -1.242 -4.671 -1.261 -0.341
C -1.277 -3.284 -1.485 -0.015
N -0.493 -2.640 -0.631 -0.639
C 3.359 -1.810 2.642 -0.042
C 4.101 -2.017 3.800 -0.164
C 5.476 -2.165 3.737 -0.226
C 6.127 -2.119 2.515 -0.228
C 5.391 -1.924 1.359 -0.193
C 4.017 -1.761 1.422 -0.231
H 1.494 -2.238 3.576 0.189
H 1.638 -0.590 2.933 0.217
H 1.212 -4.020 1.944 0.176
H -0.117 -5.795 0.266 0.211
H -1.788 -5.410 -1.812 0.215
H -1.852 -2.750 -2.219 0.199
H 3.599 -2.073 4.756 0.198
H 6.044 -2.326 4.642 0.209
H 7.200 -2.243 2.460 0.211
H 5.887 -1.899 0.400 0.214
H 3.436 -1.607 0.526 0.228
C 2.795 4.616 -5.568 -0.593
C 1.781 3.651 -6.204 -0.067
C 0.495 4.406 -6.572 -0.595
C 2.388 3.104 -7.499 -0.603
C 1.462 2.557 -5.203 -0.105
C 0.797 2.878 -4.022 -0.176
C 0.567 1.915 -3.069 -0.203
Br -0.338 2.440 -1.473 0.038
C 0.999 0.560 -3.195 0.420
O 0.909 -0.297 -2.269 -0.872
C 1.582 0.228 -4.474 -0.125
C 1.811 1.218 -5.400 -0.161
C 1.912 -1.231 -4.749 -0.074
C 2.420 -1.456 -6.178 -0.602
C 2.992 -1.711 -3.767 -0.601
C 0.634 -2.065 -4.559 -0.603
H 2.998 5.439 -6.250 0.196
H 3.731 4.099 -5.364 0.208
H 2.426 5.027 -4.632 0.207
H 0.705 5.134 -7.354 0.198
H 0.076 4.938 -5.723 0.203
H -0.254 3.710 -6.942 0.211
H 2.551 3.922 -8.197 0.205
H 1.717 2.388 -7.969 0.210
H 3.348 2.627 -7.315 0.207
H 0.458 3.884 -3.832 0.204
H 2.283 0.950 -6.327 0.202
H 3.374 -0.958 -6.343 0.201
H 1.701 -1.098 -6.911 0.207
H 2.567 -2.521 -6.348 0.207
H 3.928 -1.183 -3.951 0.187
H 3.165 -2.777 -3.898 0.199
H 2.676 -1.532 -2.744 0.237
H -0.151 -1.703 -5.219 0.200
H 0.286 -1.998 -3.533 0.240
H 0.827 -3.110 -4.793 0.195
Cl -7.278 0.809 -1.027 0.120
C -5.763 0.453 -0.321 -0.057
C -5.693 0.185 1.072 -0.024
Cl -7.123 0.260 2.007 0.120
C -4.490 -0.121 1.659 -0.173
Cl -4.389 -0.443 3.340 0.096
C -3.270 -0.213 0.914 0.485
O -2.180 -0.491 1.437 -0.473
C -3.347 0.072 -0.551 0.401
O -2.326 0.017 -1.249 -0.434
C -4.628 0.422 -1.090 -0.126
Cl -4.690 0.759 -2.771 0.109
N 2.367 1.047 0.118 -0.348
C 3.508 1.064 0.010 0.326
C 4.917 1.047 -0.087 -0.127
C 5.688 1.576 0.948 -0.158
C 7.065 1.483 0.892 -0.212
C 7.677 0.862 -0.185 -0.187
C 6.913 0.347 -1.220 -0.206
C 5.534 0.437 -1.180 -0.169
H 5.200 2.050 1.785 0.225
H 7.665 1.882 1.696 0.221
H 8.752 0.783 -0.220 0.218
H 7.397 -0.142 -2.054 0.223
H 4.928 0.034 -1.978 0.240
C -2.546 3.549 4.021 -0.606
C -1.390 3.205 4.967 -0.562
C -1.477 4.115 6.192 -0.608
C -1.626 1.759 5.415 -0.614
Si 0.331 3.401 4.056 1.914
Br 0.090 1.847 2.389 -0.389
C 1.908 2.733 5.020 -0.557
C 2.323 3.675 6.152 -0.608
C 1.638 1.352 5.627 -0.606
C 3.101 2.562 4.072 -0.617
C 0.604 5.060 3.050 -0.559
C 0.762 6.260 3.985 -0.607
C -0.571 5.336 2.105 -0.610
C 1.851 4.966 2.163 -0.609
H -3.487 3.228 4.463 0.205
H -2.447 3.041 3.065 0.218
H -2.619 4.617 3.847 0.205
H -2.450 4.000 6.666 0.209
H -1.358 5.160 5.917 0.206
H -0.713 3.865 6.924 0.205
H -2.645 1.659 5.786 0.203
H -0.961 1.467 6.220 0.207
H -1.510 1.061 4.591 0.227
H 1.513 3.834 6.858 0.206
H 2.632 4.644 5.769 0.206
H 3.164 3.250 6.697 0.210
H 0.981 1.419 6.488 0.203
H 2.574 0.913 5.971 0.207
H 1.202 0.674 4.900 0.219
H 3.515 3.520 3.776 0.206
H 2.826 2.008 3.179 0.225
H 3.894 2.010 4.576 0.208
H -0.117 6.394 4.610 0.204
H 0.899 7.169 3.400 0.211
H 1.625 6.147 4.635 0.205
H -1.462 5.630 2.646 0.202
H -0.800 4.473 1.485 0.224
H -0.316 6.157 1.437 0.209
H 2.763 4.989 2.750 0.200
H 1.884 5.820 1.488 0.209
H 1.839 4.066 1.555 0.230
```

Values from the calculation:
orbital gap = 0.1119 Ha
strongest force on any atom = 2.827 eV/Å
HOMO energy = -0.2356 Eh